#a
Here is a single C5H10O molecule from the OMol25 dataset. Energies are from the ωB97M-V functional and the def2-TZVPD basis.

Calculated values
SMILES string ... CCCC(C)=O
Spin multiplicity ... 1
HOMO-LUMO gap ... 10.52 eV
Total charge ... 0

Last column: Löwdin charge in e.
Atoms and positions in Å:
C1 -0.56 0.57 -2.15  -0.117
C2 0.36 0.81 -0.97  -0.246
C3 0.51 -0.47 -0.11  -0.148
C4 0.18 -0.64 2.39  -0.011
C5 -0.42 -0.39 1.06  -0.504
O1 -1.60 -0.13 0.87  0.071
H1 -1.49 0.18 -1.76  0.072
H2 -0.77 1.50 -2.70  0.071
H3 -0.11 -0.16 -2.83  0.075
H4 1.34 1.21 -1.28  0.107
H5 -0.09 1.58 -0.33  0.109
H6 1.55 -0.69 0.14  0.109
H7 0.46 0.37 2.71  0.102
H8 -0.54 -1.08 3.07  0.087
H9 1.10 -1.23 2.32  0.081
H10 0.07 -1.43 -0.43  0.143

***

#b
Here is 2 unconnected molecules or ions with the total composition C5H10O from the OMol25 dataset. Energies are from the ωB97M-V functional and the def2-TZVPD basis.

Calculated values
Spin multiplicity ... 1
HOMO-LUMO gap (alpha / beta) ... 7.40 / 7.40 eV
Total charge ... 0

Last column: Löwdin charge in e.
Atoms and positions in Å:
C1 0.39 1.30 -0.28  -0.079
C2 -0.39 0.06 0.03  -0.595
C3 0.55 -0.47 1.00  0.140
O1 2.51 -0.01 0.53  -0.100
C4 -1.08 -0.81 -0.98  -0.095
C5 -1.88 -0.14 0.11  -0.076
H1 0.63 1.43 -1.34  0.052
H2 0.04 2.21 0.21  0.049
H3 1.91 0.79 0.19  0.021
H4 0.90 -1.51 1.01  0.097
H5 0.63 0.04 1.96  0.107
H6 2.69 -0.52 -0.28  0.067
H7 -0.94 -1.89 -0.90  0.102
H8 -1.17 -0.43 -1.99  0.103
H9 -2.49 0.72 -0.16  0.106
H10 -2.29 -0.77 0.90  0.101

***

Most stable structure - #a; separation to the second - 4.942 eV.

***

#a
Here is 2 unconnected molecules or ions with the total composition C5H10O from the OMol25 dataset. Energies are from the ωB97M-V functional and the def2-TZVPD basis.

Calculated values
SMILES string ... C=CCC=C.O
Spin multiplicity ... 1
HOMO-LUMO gap ... 10.24 eV
Total charge ... 0

Last column: Löwdin charge in e.
Atoms and positions in Å:
C1 -0.13 1.32 0.14  -0.173
C2 0.65 2.28 0.72  -0.009
C3 -1.41 0.68 0.73  -0.210
C4 -1.54 -0.80 0.38  -0.181
C5 -1.45 -1.34 -0.88  -0.001
H1 0.18 0.71 -0.63  0.043
H2 1.34 2.92 0.12  0.053
H3 0.61 2.54 1.83  0.070
H4 -1.44 0.72 1.82  0.100
H5 -2.34 1.14 0.22  0.138
H6 -1.88 -1.45 1.18  0.082
H7 -1.72 -2.39 -1.02  0.048
H8 -1.19 -0.79 -1.76  0.045
H9 2.99 -0.70 -0.65  0.050
H10 3.01 -2.32 -0.22  0.037
O1 2.96 -1.65 -0.92  -0.091

***

#b
Here is a single C5H10O molecule from the OMol25 dataset. Energies are from the ωB97M-V functional and the def2-TZVPD basis.

Calculated values
SMILES string ... CC[C@@]1(C)CO1
Spin multiplicity ... 1
HOMO-LUMO gap ... 11.09 eV
Total charge ... 0

Last column: Löwdin charge in e.
Atoms and positions in Å:
C1 -1.82 -0.57 0.02  -0.095
C2 -0.40 -1.02 -0.30  -0.185
C3 0.66 0.03 0.01  -0.511
C4 0.90 1.11 -1.02  -0.010
C5 1.02 0.30 1.40  -0.104
O1 1.86 -0.50 0.59  -0.033
H1 -2.09 0.35 -0.50  0.073
H2 -1.95 -0.40 1.10  0.072
H3 -2.55 -1.34 -0.27  0.072
H4 -0.32 -1.29 -1.36  0.113
H5 -0.15 -1.92 0.27  0.120
H6 1.91 1.52 -0.90  0.089
H7 0.82 0.71 -2.04  0.081
H8 0.18 1.93 -0.92  0.085
H9 0.51 -0.21 2.22  0.116
H10 1.43 1.28 1.67  0.116

***

Most stable structure - #b; separation to the second - 1.628 eV.

***

#a
Here is a molecular structure, C5H10O from the OMol25 dataset. Energies are from the ωB97M-V functional and the def2-TZVPD basis.

Calculated values
Spin multiplicity ... 1
HOMO-LUMO gap ... 10.39 eV
Total charge ... 0

Last column: Löwdin charge in e.
Atoms and positions in Å:
C1 0.90 0.01 0.83  -0.071
C2 -0.31 -0.66 0.24  -0.154
C3 -0.40 0.75 0.74  -0.283
O1 -0.65 1.29 -0.55  -0.052
C4 -0.60 -0.04 -1.12  -0.327
C5 0.45 -0.11 -2.21  -0.036
H1 1.17 -0.36 1.81  0.078
H2 -0.25 -0.10 3.48  0.055
H3 1.75 0.28 0.20  0.101
H4 -0.75 -1.58 0.64  0.132
H5 -0.90 1.22 1.57  0.109
H6 -0.97 -0.05 3.31  0.059
H7 -1.59 -0.34 -1.49  0.146
H8 0.09 0.38 -3.12  0.081
H9 0.74 -1.14 -2.44  0.086
H10 1.33 0.44 -1.88  0.074

***

#b
Here is a single C5H10O molecule from the OMol25 dataset. Energies are from the ωB97M-V functional and the def2-TZVPD basis.

Calculated values
Spin multiplicity ... 1
HOMO-LUMO gap ... 8.81 eV
Total charge ... 0

Last column: Löwdin charge in e.
Atoms and positions in Å:
C1 -1.38 0.82 1.42  -0.115
C2 -0.91 0.57 -0.01  -0.260
C3 0.57 0.19 -0.07  -0.406
C4 1.05 -0.29 -1.43  -0.187
O1 1.23 -1.69 -1.21  -0.078
C5 0.85 -1.15 0.63  0.132
H1 -0.84 1.65 1.87  0.071
H2 -1.19 -0.07 2.03  0.064
H3 -2.45 1.04 1.48  0.069
H4 -1.09 1.46 -0.63  0.109
H5 -1.51 -0.24 -0.45  0.110
H6 1.17 1.02 0.31  0.136
H7 2.03 0.07 -1.69  0.119
H8 0.39 -0.12 -2.27  0.121
H9 1.88 -1.17 0.93  0.016
H10 0.35 -2.07 -1.11  0.099

***

Most stable structure - #a; separation to the second - 1.234 eV.

***

#a
Here is 2 unconnected molecules or ions with the total composition C4H13NS from the OMol25 dataset. Energies are from the ωB97M-V functional and the def2-TZVPD basis.

Calculated values
SMILES string ... CCS.CNC
Spin multiplicity ... 1
HOMO-LUMO gap ... 9.58 eV
Total charge ... 0

Last column: Löwdin charge in e.
Atoms and positions in Å:
C1 1.69 -1.41 -1.42  -0.204
C2 2.72 -0.58 -0.61  -0.490
S1 1.71 1.01 -0.13  0.665
H1 0.92 -0.83 -1.91  0.045
H2 2.14 -2.03 -2.21  0.065
H3 1.23 -2.13 -0.72  0.065
H4 3.19 -0.89 0.31  0.048
H5 3.51 -0.26 -1.32  0.055
C3 -1.09 -0.15 1.11  -0.210
N1 -1.66 0.64 0.02  -0.183
C4 -2.74 1.52 0.52  -0.144
H6 -0.38 0.43 1.69  0.041
H7 -0.44 -0.94 0.72  0.049
H8 -1.86 -0.60 1.76  0.076
H9 2.31 0.82 1.03  -0.173
H10 -2.18 0.03 -0.61  0.085
H11 -2.75 2.43 -0.10  0.067
H12 -3.72 1.07 0.34  0.068
H13 -2.60 1.88 1.54  0.075

***

#b
Here is 2 unconnected molecules or ions with the total composition C4H13NS from the OMol25 dataset. Energies are from the ωB97M-V functional and the def2-TZVPD basis.

Calculated values
SMILES string ... CCN.CCS
Spin multiplicity ... 1
HOMO-LUMO gap ... 9.57 eV
Total charge ... 0

Last column: Löwdin charge in e.
Atoms and positions in Å:
C1 -2.51 -0.08 1.94  -0.178
C2 -1.31 -0.19 1.04  -0.694
S1 0.19 0.64 1.58  0.685
H1 -2.30 -0.68 2.90  0.098
H2 -2.75 0.98 2.20  0.077
H3 -3.26 -0.67 1.38  0.076
H4 -1.09 -1.25 1.08  0.061
H5 -1.44 0.00 0.04  0.020
C3 1.06 -1.29 -2.87  -0.118
C4 1.37 -0.58 -1.55  -0.389
N1 1.21 0.85 -1.66  -0.037
H6 0.73 -2.24 -2.64  0.023
H7 1.93 -1.27 -3.58  0.087
H8 0.21 -0.69 -3.34  0.091
H9 2.35 -0.75 -1.14  0.092
H10 0.59 -1.07 -0.72  0.110
H11 -0.22 1.93 1.28  -0.105
H12 0.25 1.07 -1.50  0.040
H13 1.86 1.35 -1.04  0.061

***

#c
Here is 2 unconnected molecules or ions with the total composition C4H13NS from the OMol25 dataset. Energies are from the ωB97M-V functional and the def2-TZVPD basis.

Calculated values
Spin multiplicity ... 1
HOMO-LUMO gap ... 6.53 eV
Total charge ... 0

Last column: Löwdin charge in e.
Atoms and positions in Å:
C1 1.52 -1.23 1.66  -0.230
C2 1.59 0.19 2.23  -0.838
S1 0.41 1.41 1.69  0.284
H1 1.70 -1.48 0.61  0.035
H2 0.49 -1.63 1.77  0.049
H3 2.14 -1.87 2.30  0.058
H4 2.67 0.41 2.16  0.047
H5 1.54 0.02 3.32  0.039
C3 -0.12 -0.41 -1.73  -0.023
N1 -1.19 0.16 -0.90  -0.092
C4 -1.99 1.21 -1.58  -0.040
H6 0.33 -1.21 -1.16  0.079
H7 -0.52 -0.82 -2.65  0.093
H8 0.57 0.39 -1.97  0.107
H9 -0.72 0.71 -0.13  -0.026
H10 -1.83 -0.49 -0.44  0.167
H11 -1.54 2.20 -1.47  0.102
H12 -2.94 1.42 -1.09  0.098
H13 -2.11 1.00 -2.64  0.091

***

#d
Here is 2 unconnected molecules or ions with the total composition C4H13NS from the OMol25 dataset. Energies are from the ωB97M-V functional and the def2-TZVPD basis.

Calculated values
Spin multiplicity ... 1
HOMO-LUMO gap ... 4.60 eV
Total charge ... 0

Last column: Löwdin charge in e.
Atoms and positions in Å:
C1 -0.12 1.76 -0.46  -0.294
C2 -0.64 3.09 0.17  -0.868
S1 -1.78 2.73 1.51  0.098
H1 -0.91 1.11 -0.86  0.049
H2 0.57 1.33 0.30  0.039
H3 0.49 2.08 -1.31  0.053
H4 -0.95 3.78 -0.62  0.035
H5 0.31 3.56 0.67  0.056
C3 0.39 -1.69 -1.20  -0.023
N1 0.60 -1.29 0.22  -0.042
C4 -0.07 -2.24 1.23  0.021
H6 1.10 -1.09 -1.78  0.106
H7 0.53 -2.74 -1.39  0.098
H8 -0.61 -1.37 -1.49  0.102
H9 0.20 -0.33 0.34  0.100
H10 1.59 -1.25 0.44  0.169
H11 -1.12 -2.17 0.89  0.113
H12 0.22 -1.98 2.24  0.098
H13 0.18 -3.29 1.09  0.089

***

Most stable structure - #b; separation to the second - 0.342 eV.

***

#a
Here is 2 unconnected molecules or ions with the total composition C4H13NS from the OMol25 dataset. Energies are from the ωB97M-V functional and the def2-TZVPD basis.

Calculated values
SMILES string ... CCS.CNC
Spin multiplicity ... 1
HOMO-LUMO gap ... 9.66 eV
Total charge ... 0

Last column: Löwdin charge in e.
Atoms and positions in Å:
C1 -1.16 -1.47 -0.68  -0.176
C2 -0.61 -1.06 0.71  -0.645
S1 0.70 -2.21 1.15  0.660
H1 -1.81 -2.34 -0.69  0.065
H2 -1.78 -0.61 -0.96  0.039
H3 -0.30 -1.60 -1.34  0.061
H4 -0.16 -0.07 0.76  0.024
H5 -1.34 -1.00 1.53  0.067
C3 -1.08 2.19 -0.80  -0.125
N1 0.32 1.81 -1.18  -0.159
C4 1.21 2.48 -0.20  -0.155
H6 -1.09 2.83 0.07  0.069
H7 -1.61 1.25 -0.63  0.032
H8 -1.57 2.57 -1.70  0.079
H9 1.78 -1.44 0.77  -0.122
H10 0.45 2.28 -2.07  0.079
H11 2.20 2.38 -0.60  0.070
H12 0.92 3.52 0.03  0.073
H13 1.09 1.98 0.76  0.064

***

#b
Here is 2 unconnected molecules or ions with the total composition C4H13NS from the OMol25 dataset. Energies are from the ωB97M-V functional and the def2-TZVPD basis.

Calculated values
Spin multiplicity ... 1
HOMO-LUMO gap ... 5.44 eV
Total charge ... 0

Last column: Löwdin charge in e.
Atoms and positions in Å:
C1 -2.55 -1.35 2.06  -0.254
C2 -2.04 -0.70 0.78  -0.809
S1 -0.88 -1.83 -0.09  0.163
H1 -3.41 -0.80 2.48  0.054
H2 -1.81 -1.43 2.85  0.049
H3 -2.99 -2.32 1.81  0.048
H4 -1.62 0.25 1.12  0.020
H5 -2.87 -0.50 0.09  0.025
C3 1.14 0.69 -2.13  -0.095
C4 1.83 1.40 -1.00  -0.204
N1 2.09 0.40 0.11  0.181
H6 0.89 -0.33 -1.86  0.014
H7 0.23 1.22 -2.40  0.086
H8 1.73 0.61 -3.04  0.080
H9 2.71 1.94 -1.33  0.118
H10 1.25 2.19 -0.59  0.112
H11 2.45 -0.49 -0.22  0.157
H12 1.17 0.23 0.50  0.095
H13 2.68 0.81 0.84  0.160

***

Most stable structure - #a; separation to the second - 1.206 eV.